Entry 1:
C4H13NO2 | ωB97M-V/def2-TZVPD

Geometry as XYZ:
```
20
C4H13NO2 (ωB97M-V/def2-TZVPD)
C 1.16695 -1.95458 -0.60619
C 0.36851 -0.86310 -1.30002
C 0.67006 0.58861 -0.94199
C 1.87141 0.85560 -0.30678
N -0.35764 1.48304 -1.16131
H 1.25539 -1.92569 0.48394
H 2.17026 -2.04415 -1.05845
H 0.73879 -2.94509 -0.78367
H -0.72328 -1.05500 -1.22953
H 0.44716 -0.92298 -2.40172
H 1.90282 0.92579 0.77610
H 2.81798 0.66058 -0.79459
H -0.94552 1.42052 -1.97586
H -0.11499 2.44019 -0.95021
H -2.53855 0.16608 1.43904
H -1.55638 0.72632 0.31877
O -2.42143 0.80965 0.75051
H -0.51491 -1.49610 2.39699
H -1.26840 -0.11277 2.56024
O -0.47959 -0.61728 2.78675
```

Highest occupied orbital energy (eV): -6.859
SMILES: C=C(N)CC.O.O
Molar mass (g mol⁻¹): 107.153
Electronic energy (eV): -9940.848
Gap between HOMO and LUMO (Ha): 0.2728

Atom charges from the Löwdin analysis, given in e for atoms 1 to 8: C -0.117; C -0.219; C -0.390; C -0.042; N 0.101; H 0.068; H 0.080; H 0.066

---

Entry 2:
C4H13NO2 | ωB97M-V/def2-TZVPD

Geometry as XYZ:
```
20
C4H13NO2 (ωB97M-V/def2-TZVPD)
C 1.13496 -2.98175 1.46656
C 0.44503 -2.02182 0.82538
N -0.59615 -1.20148 1.30776
C -0.09763 0.17747 1.36662
C -0.75444 0.95949 2.48622
H 2.12517 -3.19267 1.08215
H 0.74190 -3.79258 2.10771
H 0.89365 -1.51609 -0.00903
H -1.14973 -1.66384 2.01122
H -0.08630 0.50786 0.31876
H 1.08660 0.31608 1.50150
H -0.29427 1.94964 2.51793
H -0.72276 0.45027 3.48351
H -1.83589 1.09651 2.33434
H 1.60388 2.70986 -3.92571
H 2.01250 1.46089 -3.13856
O 1.39952 2.20151 -3.13064
H -1.99327 1.32929 -2.16319
H -0.92088 2.19370 -2.78389
O -1.57466 1.52174 -3.00950
```

Highest occupied orbital energy (eV): -8.171
SMILES: C=CNCC.O.O
Molar mass (g mol⁻¹): 107.153
Electronic energy (eV): -9941.853
Gap between HOMO and LUMO (Ha): 0.3230

Atom charges from the Löwdin analysis, given in e for atoms 1 to 8: C -0.009; C -0.253; N -0.078; C -0.305; C -0.110; H 0.032; H 0.053; H 0.091

---

Entry 3:
C4H13NO2 | ωB97M-V/def2-TZVPD

Geometry as XYZ:
```
20
C4H13NO2 (ωB97M-V/def2-TZVPD)
C 0.30347 -0.85130 0.28395
C 1.09624 -0.19942 1.43119
C 2.12978 -1.23820 2.01381
O 0.22434 0.13841 2.42621
C -0.94392 -0.08435 -0.26267
N -0.53895 1.01745 -1.13582
H 0.97463 -0.74528 -0.60754
H 0.07362 -1.72729 0.83121
H 1.46493 0.91037 1.00431
H 2.78257 -1.78929 1.22037
H 1.62474 -1.94622 2.53263
H 2.84325 -0.57065 2.68988
H -0.36053 -0.61972 2.43661
H -1.61851 -0.70800 -0.78146
H -1.45994 0.20235 0.76783
H 0.43567 1.27055 -1.46890
H -1.20419 1.21663 -1.96212
H -1.99192 1.98462 -4.14453
H -2.68807 0.55635 -3.84467
O -1.80146 0.99697 -3.86628
```

Highest occupied orbital energy (eV): -8.278
SMILES: C[C@H](O)CCN.O
Molar mass (g mol⁻¹): 107.153
Electronic energy (eV): -9941.375
Gap between HOMO and LUMO (Ha): 0.3258

Atom charges from the Löwdin analysis, given in e for atoms 1 to 8: C -0.182; C -0.513; C -0.048; O -0.054; C -0.281; N -0.046; H 0.123; H 0.095

---

Entry 4:
C4H13NO2 | ωB97M-V/def2-TZVPD

Geometry as XYZ:
```
20
C4H13NO2 (ωB97M-V/def2-TZVPD)
C 0.71632 -0.03900 1.83526
N 1.09402 0.75979 0.64283
C -0.02514 1.53529 0.10372
C -1.18058 0.84720 -0.60932
C -0.90577 -0.33683 -1.50453
O -0.72910 -1.41858 -0.60755
H -0.06888 0.46763 2.42547
H 1.58308 -0.02439 2.52670
H 0.64636 -1.10313 1.49703
H 1.26159 0.08110 -0.10907
H 0.37669 2.32826 -0.57809
H -0.48329 2.08348 0.93464
H -1.76136 1.62779 -1.20388
H -1.97857 0.55872 0.04735
H -1.81007 -0.51965 -2.15104
H -0.06118 -0.20163 -2.27499
H -1.07307 -0.72113 1.15141
H 2.14028 -2.31782 -1.05876
H 0.64433 -1.81819 -0.61668
O 1.61434 -1.78890 -0.45050
```

Highest occupied orbital energy (eV): -8.985
Molar mass (g mol⁻¹): 107.153
Electronic energy (eV): -9937.986
Gap between HOMO and LUMO (Ha): 0.2631

Atom charges from the Löwdin analysis, given in e for atoms 1 to 8: C -0.154; N -0.097; C -0.258; C -0.239; C -0.308; O -0.218; H 0.090; H 0.098

---

Entry 5:
C4H13NO2 | ωB97M-V/def2-TZVPD

Geometry as XYZ:
```
20
C4H13NO2 (ωB97M-V/def2-TZVPD)
C -0.45969 -2.64163 0.52734
C 0.34706 -1.42281 0.49655
C -0.15591 -0.15164 0.64544
N 0.59013 0.97643 0.66200
C 0.15572 1.98468 1.65958
H -1.43925 -2.45297 0.97439
H -0.00446 -3.40907 1.16282
H -0.58199 -3.11256 -0.45373
H 1.40386 -1.51332 0.24174
H -1.20715 0.00382 0.86174
H 1.59646 0.84984 0.51378
H 0.46484 1.61774 2.63901
H -0.92740 2.06300 1.63624
H 0.59430 2.95419 1.44464
H -0.18400 2.71120 -2.21572
H -0.17640 1.65973 -1.12631
O -0.63770 1.92364 -1.92613
H 0.12623 0.09992 -2.60828
H 0.11841 -1.36594 -2.21001
O 0.37694 -0.77425 -2.92509
```

Highest occupied orbital energy (alpha / beta) (eV): -14.514 / -14.520
Molar mass (g mol⁻¹): 107.153
Total charge: +1
Electronic energy (eV): -9935.362
Gap between HOMO and LUMO (alpha / beta) (Ha): 0.3862 / 0.2503
Spin multiplicity: 2

Atom charges from the Löwdin analysis, given in e for atoms 1 to 8: C -0.040; C -0.019; C -0.075; N 0.019; C 0.001; H 0.101; H 0.112; H 0.116

---

Entry 6:
C4H13NO2S | ωB97M-V/def2-TZVPD

Geometry as XYZ:
```
21
C4H13NO2S (ωB97M-V/def2-TZVPD)
C -1.50210 1.51433 0.17046
N -1.10122 0.19879 -0.33710
C 0.37069 -0.12377 -0.26946
C 1.11871 0.46520 -1.44432
S 2.81215 -0.17854 -1.60742
C 0.93346 0.24484 1.10603
O 1.64860 -0.82968 1.70950
H -2.12496 1.38277 1.05539
H -0.62560 2.13164 0.37359
H -2.09369 2.05777 -0.56771
H -1.32383 0.06120 -1.31248
H 0.34936 -1.21299 -0.35278
H 1.19753 1.55457 -1.40825
H 0.55166 0.32533 -2.36049
H 2.35150 -1.40298 -1.97917
H 1.73828 0.98265 1.01692
H 0.21350 0.61657 1.83363
H 1.18957 -1.66572 1.72489
H -1.81628 -1.51541 1.47169
H -1.84013 -2.24867 0.12381
O -2.04719 -2.35791 1.05326
```

Highest occupied orbital energy (eV): -9.093
SMILES: CN[C@H](CO)CS.O
Molar mass (g mol⁻¹): 139.220
Electronic energy (eV): -20778.144
Gap between HOMO and LUMO (Ha): 0.3562

Atom charges from the Löwdin analysis, given in e for atoms 1 to 8: C -0.118; N -0.100; C -0.409; C -0.549; S 0.728; C -0.228; O -0.074; H 0.075

---

Record order is preserved below.
ΔE to the lowest compared entry with this formula, charge and spin: 77.2; 54.0; 65.1; 143.2; 18.3; 24.8 kcal/mol